ORCA calculation (ωB97M-V/def2-TZVPD) on C20H26MoN5O4P as an isolated structure.

Atoms and positions in Å:
1 Mo 0.97598 1.10092 0.11519
2 C -2.71788 4.32854 -2.54104
3 N -2.03671 3.04332 -2.36093
4 C -2.37377 1.93512 -3.25834
5 C -1.14294 2.84017 -1.39218
6 N -0.60612 1.66846 -1.14374
7 N -0.80203 3.96377 -0.65187
8 C 0.09475 4.08282 0.38222
9 N 0.22139 5.31249 0.88431
10 N 0.76674 3.05755 0.83573
11 H -3.50415 4.19900 -3.27618
12 H -2.03787 5.09572 -2.91937
13 H -3.19556 4.65479 -1.61586
14 H -2.98991 2.31861 -4.06402
15 H -2.93204 1.15807 -2.73205
16 H -1.47329 1.51294 -3.70736
17 H -0.93947 0.96674 -1.79268
18 H -1.20447 4.82738 -0.97844
19 H -0.33611 6.08984 0.57190
20 H 0.89826 5.50175 1.60529
21 H 1.32248 3.27822 1.65664
22 O 2.88175 -0.12895 -3.17573
23 C 2.53979 -0.31469 -2.06943
24 O 2.07984 0.79647 -1.28896
25 C 2.45041 -1.57034 -1.25688
26 P 1.02966 -1.40289 -0.10924
27 C -0.39684 -2.19017 -0.87008
28 C -1.63655 -1.55685 -0.83724
29 C -2.74586 -2.17417 -1.39848
30 C -2.61776 -3.41873 -1.99760
31 C -1.38484 -4.06091 -2.02204
32 C -0.27837 -3.45380 -1.45359
33 C 1.44405 -2.34168 1.37346
34 C 2.69140 -2.18377 1.98127
35 C 2.98532 -2.86798 3.14906
36 C 2.03377 -3.70111 3.72416
37 C 0.78720 -3.84906 3.13218
38 C 0.48894 -3.17164 1.95902
39 H 3.35837 -1.61702 -0.64820
40 H 2.43143 -2.44093 -1.90911
41 H -1.74608 -0.60411 -0.33094
42 H -3.71404 -1.69308 -1.35414
43 H -3.48239 -3.89862 -2.43553
44 H -1.28983 -5.03687 -2.47756
45 H 0.67305 -3.97246 -1.45949
46 H 3.44126 -1.52520 1.55764
47 H 3.95793 -2.75481 3.60833
48 H 2.26755 -4.23922 4.63283
49 H 0.04768 -4.50049 3.57752
50 H -0.48379 -3.29717 1.50106
51 C 0.86929 0.16156 3.98407
52 C 0.93564 0.51160 2.54791
53 O 1.97024 0.97410 1.97588
54 O -0.07441 0.38149 1.77019
55 H 1.84450 0.26844 4.44932
56 H 0.51375 -0.86662 4.07162
57 H 0.14064 0.80346 4.48151

## Properties
Molar mass in g mol⁻¹: 527.373
HOMO energy (spin up / spin down) in Ha: -0.5341 / -0.5339
Total charge: +2
Relative energy (zero: lowest compared OMol25 entry of this formula, charge and spin) in kJ/mol: 0.00

***

ORCA calculation (ωB97M-V/def2-TZVPD) on one molecule with the formula C20H26N2O2.

Atoms and positions in Å:
1 O 4.06534 1.46830 -1.49245
2 C 2.73238 1.90209 -1.58193
3 H 2.43349 1.98164 -2.63686
4 H 2.73288 2.90545 -1.14802
5 C 1.72611 1.00758 -0.82170
6 C 1.52081 -0.30289 -1.60010
7 C 0.89221 -1.37238 -0.71890
8 N 1.78565 -1.76276 0.36123
9 C 2.77917 -0.75800 0.69449
10 C 2.28461 0.68714 0.58512
11 H 3.11699 1.35585 0.80893
12 H 1.51125 0.85284 1.33714
13 H 3.13977 -0.94405 1.70729
14 H 3.63503 -0.89790 0.02325
15 C 1.10094 -2.39401 1.47738
16 C 0.17776 -1.47861 2.24345
17 C 0.64680 -0.68688 3.28869
18 C -0.21862 0.20589 3.89800
19 N -1.48336 0.35607 3.53979
20 C -1.93913 -0.40848 2.56323
21 C -1.16133 -1.33721 1.88895
22 H -1.60017 -1.94596 1.11202
23 H -2.98036 -0.27052 2.30495
24 H 0.11375 0.83634 4.71278
25 H 1.66943 -0.76778 3.62596
26 H 1.86585 -2.79684 2.14733
27 H 0.52763 -3.23074 1.06552
28 H -0.06731 -0.99069 -0.34144
29 H 0.67573 -2.26880 -1.31415
30 H 2.47668 -0.67791 -1.97286
31 H 0.87685 -0.12724 -2.46049
32 C 0.40126 1.77845 -0.64320
33 C -0.39000 2.09502 -1.91822
34 H -1.09158 2.91460 -1.71932
35 O -1.07771 0.97770 -2.44299
36 C -2.14449 0.46067 -1.76678
37 C -2.83628 1.09479 -0.74070
38 C -3.93287 0.47530 -0.16379
39 C -4.34231 -0.77717 -0.58124
40 C -3.65019 -1.41338 -1.60013
41 C -2.56412 -0.80177 -2.19030
42 H -2.01901 -1.28006 -2.98910
43 H -3.95958 -2.39190 -1.93678
44 H -5.19373 -1.25424 -0.12008
45 H -4.47014 0.98803 0.62077
46 H -2.54184 2.06983 -0.38533
47 H 0.27346 2.41302 -2.72495
48 H -0.25339 1.20469 0.01769
49 H 0.62556 2.72217 -0.14072
50 H 4.13018 0.58471 -1.87142

## Properties
Molar mass in g mol⁻¹: 326.440
HOMO energy in Ha: -0.3016
Relative energy (zero: lowest compared OMol25 entry of this formula, charge and spin) in kJ/mol: 210.57

***

ORCA calculation (ωB97M-V/def2-TZVPD) on one molecule with the formula C20H26N2O2S.

Atoms and positions in Å:
1 C -4.78882 -2.17413 0.45253
2 C -4.00827 -0.90346 0.31514
3 C -3.93340 -0.23997 -0.90368
4 C -3.18426 0.91882 -1.03036
5 C -2.50921 1.41299 0.06657
6 C -2.57407 0.77637 1.28904
7 C -3.31990 -0.38229 1.40858
8 H -3.37532 -0.89157 2.36012
9 H -2.03737 1.18904 2.12715
10 S -1.61519 2.94822 -0.08394
11 O -1.21266 3.12122 -1.45291
12 O -2.39748 3.97971 0.53930
13 N -0.27844 2.72059 0.88624
14 H -0.24487 3.39652 1.62948
15 C 0.98026 2.38495 0.26285
16 H 1.75250 3.11351 0.52666
17 C 1.45802 0.98608 0.69265
18 N 0.60151 -0.06913 0.14905
19 C 0.73289 -0.29589 -1.27963
20 C -0.36500 -1.23667 -1.76842
21 C -0.28923 -2.56681 -1.03026
22 C -0.35983 -2.29445 0.46628
23 C 0.74292 -1.32101 0.87079
24 H 0.66494 -1.11301 1.94148
25 H 1.72626 -1.79065 0.68272
26 H -0.24921 -3.22094 1.03358
27 H -1.32535 -1.84856 0.70726
28 H -1.10680 -3.22110 -1.33894
29 H 0.65323 -3.06686 -1.26806
30 H -1.33345 -0.77273 -1.58159
31 H -0.25370 -1.38754 -2.84369
32 H 0.63180 0.65682 -1.80015
33 H 1.71781 -0.73071 -1.53123
34 C 2.93012 0.77947 0.39234
35 C 3.50224 1.18860 -0.80764
36 C 4.83439 0.92911 -1.07923
37 C 5.61762 0.25431 -0.15878
38 C 5.06117 -0.15346 1.04087
39 C 3.72970 0.10862 1.31164
40 H 3.30551 -0.20793 2.25438
41 H 5.66482 -0.67587 1.76875
42 H 6.65617 0.05067 -0.37378
43 H 5.26204 1.25520 -2.01609
44 H 2.90802 1.71820 -1.53584
45 H 1.32341 0.93893 1.78103
46 H 0.81274 2.43564 -0.81362
47 H -3.10838 1.44501 -1.96879
48 H -4.46239 -0.63320 -1.75953
49 H -5.33272 -2.19343 1.39428
50 H -5.49426 -2.28948 -0.36593
51 H -4.11049 -3.02775 0.44132

## Properties
Molar mass in g mol⁻¹: 358.507
HOMO energy in Ha: -0.3134
Relative energy (zero: lowest compared OMol25 entry of this formula, charge and spin) in kJ/mol: 137.51

***

ORCA calculation (ωB97M-V/def2-TZVPD) on C20H26N2O5S as an isolated structure at a distorted geometry.

Atoms and positions in Å:
1 C 2.62342 0.72440 -2.64327
2 C 2.85014 1.42038 -1.62211
3 C 3.87280 1.21184 -0.57671
4 N 3.25648 0.78789 0.75219
5 C 2.91171 -0.72971 0.98066
6 C 2.42700 -1.55852 0.03932
7 H 1.96142 -1.07101 -0.68760
8 H 1.79519 -2.23960 0.19838
9 S 3.97018 -2.27648 -0.62478
10 O 4.52826 -1.86690 -1.81619
11 O 3.80535 -3.52617 -0.38353
12 C 4.99238 -1.58664 0.71356
13 C 4.11271 -1.40491 1.73119
14 H 3.74440 -2.00046 2.43512
15 H 4.51888 -0.53166 2.41966
16 H 5.63623 -0.90886 0.54884
17 H 5.75419 -2.66804 1.20335
18 H 2.02153 -0.56064 1.92687
19 C 2.39464 1.91363 1.26152
20 C 0.83596 1.74917 0.98377
21 C 0.00755 2.63637 0.20048
22 O -1.27215 2.15281 0.21932
23 C -1.03405 0.90291 0.56512
24 N 0.08963 0.59106 1.17195
25 C -2.12980 0.02930 0.18084
26 C -1.88906 -1.42931 0.85337
27 C -3.02411 -2.50648 0.77185
28 C -4.23366 -1.77122 0.22251
29 C -4.50934 -0.64018 -0.08024
30 C -3.32065 0.22631 -0.02881
31 H -3.43796 1.39648 -0.48384
32 O -5.68073 -0.25212 -0.82367
33 C -5.78297 1.13347 -1.13059
34 H -5.69020 1.69175 -0.36686
35 H -6.87580 1.08431 -1.49991
36 H -5.09368 1.52689 -1.94098
37 O -5.17099 -2.91786 0.07786
38 C -6.49571 -2.71512 -0.00627
39 H -7.06560 -1.93067 0.29846
40 H -7.10313 -3.57195 -0.06146
41 H -6.38854 -2.54151 -1.16962
42 H -3.08364 -3.27097 1.34481
43 H -1.12179 -1.80638 1.29684
44 C 0.18919 3.92350 -0.05933
45 H -0.08081 4.26758 -1.21740
46 H 1.41481 4.31131 0.10592
47 H -0.36134 4.58811 0.52400
48 H 2.80905 2.65074 1.11626
49 H 2.33558 1.79390 2.31354
50 H 4.19563 0.35517 -0.84056
51 H 4.38917 2.05070 -0.48701
52 H 2.10040 2.34141 -1.49749
53 H 3.38162 -0.07481 -3.01863
54 H 1.92025 0.89680 -3.39068

## Properties
Molar mass in g mol⁻¹: 406.504
HOMO energy in Ha: -0.2950
Relative energy (zero: lowest compared OMol25 entry of this formula, charge and spin) in kJ/mol: 2361.07

***

ORCA calculation (ωB97M-V/def2-TZVPD) on one molecule with the formula C20H26N4O.

Atoms and positions in Å:
1 C -4.59665 0.00535 0.32756
2 C -3.22898 -0.56439 0.68341
3 H -2.50549 0.25338 0.72704
4 H -3.27717 -1.01906 1.67436
5 C -2.73827 -1.60030 -0.33954
6 C -1.24248 -1.77425 -0.26633
7 C -0.47066 -1.72559 -1.42001
8 C 0.90217 -1.88830 -1.37061
9 C 1.53548 -2.08139 -0.14976
10 C 0.76798 -2.17270 1.00592
11 C -0.60375 -2.01829 0.94436
12 H -1.18042 -2.08306 1.85409
13 H 1.25525 -2.35743 1.95226
14 N 2.94640 -2.23367 -0.08362
15 C 3.94445 -1.32449 0.04995
16 O 5.09662 -1.70800 0.10085
17 C 3.60926 0.16074 0.13000
18 C 2.98721 0.69257 -1.16642
19 H 2.03011 0.20725 -1.35309
20 C 2.73267 2.19561 -1.03788
21 N 1.89194 2.44827 0.10907
22 C 0.55404 2.53319 -0.02728
23 N 0.06040 2.65289 -1.27007
24 C -1.24138 2.81474 -1.38362
25 C -2.09324 2.86294 -0.28935
26 C -1.48456 2.71110 0.94916
27 N -0.18678 2.54162 1.09276
28 H -2.05628 2.72053 1.86999
29 H -3.15580 2.99973 -0.39289
30 H -1.61120 2.90623 -2.39813
31 C 2.47866 2.02757 1.35994
32 H 3.42280 2.56523 1.49254
33 C 2.72428 0.51683 1.32985
34 H 1.75710 0.02152 1.24986
35 H 3.20549 0.19929 2.25616
36 H 1.79272 2.28947 2.16506
37 H 3.67570 2.73235 -0.89399
38 H 2.22642 2.57671 -1.92432
39 H 3.65300 0.49613 -2.00807
40 H 4.57963 0.65478 0.26632
41 H 3.28627 -3.18834 -0.10908
42 H 1.48770 -1.86555 -2.27807
43 H -0.94851 -1.55748 -2.37446
44 C -3.41903 -2.95797 -0.14344
45 H -4.49767 -2.86351 -0.23644
46 H -3.18909 -3.36099 0.84023
47 H -3.07051 -3.66544 -0.89288
48 H -2.98741 -1.23208 -1.34091
49 H -5.35369 -0.77473 0.30740
50 H -4.89643 0.74914 1.06233
51 H -4.56829 0.48185 -0.65021

## Properties
Molar mass in g mol⁻¹: 338.455
HOMO energy in Ha: -0.3021
Relative energy (zero: lowest compared OMol25 entry of this formula, charge and spin) in kJ/mol: 54.70